Entry 1:
Density functional theory data (ωB97M-V/def2-TZVPD) for 9 unconnected molecules or ions with the total composition C48H71F25IN4O19PS at a distorted geometry.

Atoms and positions in Å:
1 C 3.1029 1.3756 3.3091
2 C 2.6776 2.5047 2.2274
3 P 1.0787 2.0596 1.2779
4 C 0.1303 3.7282 1.2208
5 C 1.4572 1.4401 -0.4819
6 C 2.2646 2.6950 -1.1296
7 C 1.5119 3.3405 -2.4189
8 O 0.5282 4.3153 -1.9937
9 C -0.0146 1.1040 -1.0421
10 O -1.0167 1.8328 -1.2534
11 N -0.1543 -0.3089 -1.3850
12 C 0.8778 -1.1046 -0.6396
13 C 1.0317 -2.3963 -1.6247
14 C 2.1457 -3.4434 -1.1407
15 C 2.8808 -4.2437 -2.3245
16 S 3.5271 -3.1825 -3.7036
17 C 0.6045 -1.5026 0.8921
18 C -0.9289 -1.4255 1.3602
19 N -0.9692 -2.0783 2.7370
20 N -1.4240 -0.0213 1.5850
21 N -1.8924 -2.1897 0.5160
22 C 2.1008 -0.0321 -0.6675
23 F 2.5567 -0.0141 -2.0698
24 C 3.4563 -0.3951 0.1069
25 C 4.6999 -0.7076 -0.8886
26 O 5.0930 -1.8756 -1.1384
27 I 5.8665 0.8841 -1.8672
28 H 2.6432 0.3582 3.0302
29 H 2.7592 1.6740 4.3709
30 H 4.2472 1.2511 3.3892
31 H 2.5668 3.5126 2.7830
32 H 3.5889 2.6373 1.5328
33 H -0.7562 3.7060 0.5058
34 H 0.8956 4.5064 0.8328
35 H -0.2647 4.0329 2.2467
36 H 3.2706 2.3036 -1.5032
37 H 2.4923 3.5257 -0.3761
38 H 2.3366 3.8978 -3.0127
39 H 1.0849 2.5317 -3.0994
40 H 0.9729 4.9634 -1.4002
41 H -1.0991 -0.7029 -1.4390
42 H 1.1740 -1.9972 -2.6816
43 H 0.0163 -2.9426 -1.6126
44 H 1.5871 -4.2439 -0.5161
45 H 2.9353 -3.0053 -0.4467
46 H 2.2568 -5.1206 -2.7452
47 H 3.8044 -4.7510 -1.8475
48 H 2.6769 -3.4778 -4.7809
49 H 0.9698 -2.5666 1.1627
50 H 1.1918 -0.7984 1.5954
51 H -1.1068 -3.0901 2.5264
52 H -1.8678 -1.7881 3.1493
53 H -1.1184 0.1970 2.5553
54 H -2.4604 -0.0013 1.5836
55 H -2.4753 -1.5605 -0.0520
56 H -1.4433 -2.9249 -0.0426
57 H 3.7867 0.5127 0.7211
58 H 3.3346 -1.2619 0.8359
59 C -3.2645 2.8881 -3.4042
60 C -3.7290 3.2723 -4.7959
61 O -2.8385 2.7558 -5.8004
62 C -2.9461 1.4392 -6.0595
63 O -3.7238 0.6998 -5.5108
64 C -1.9747 1.0241 -7.1597
65 F -0.7220 1.4721 -6.9398
66 F -2.3450 1.5038 -8.3666
67 F -1.8816 -0.3132 -7.2932
68 H -2.2347 3.2150 -3.2410
69 H -3.9059 3.3376 -2.6444
70 H -3.2770 1.8050 -3.2641
71 H -3.7169 4.3604 -4.8948
72 H -4.7549 2.9442 -4.9882
73 C -3.7174 5.4103 6.2691
74 C -2.6918 6.3129 6.9265
75 O -1.3887 5.7059 6.9024
76 C -0.7542 5.7304 5.7158
77 O -1.2085 6.2197 4.7127
78 C 0.6208 5.0808 5.8240
79 F 0.5775 3.8795 6.4367
80 F 1.4848 5.8385 6.5317
81 F 1.1881 4.8726 4.6216
82 H -3.7150 4.4259 6.7383
83 H -4.7133 5.8371 6.3452
84 H -3.4916 5.2558 5.2115
85 H -2.9535 6.4579 7.9775
86 H -2.6646 7.3040 6.4641
87 C -4.9344 -0.9375 5.7567
88 C -6.2351 -0.1822 5.5561
89 O -6.4964 0.7009 6.6613
90 C -5.7670 1.8324 6.6877
91 O -4.9408 2.1252 5.8610
92 C -6.1497 2.7001 7.8830
93 F -6.1801 2.0053 9.0388
94 F -7.3738 3.2508 7.7371
95 F -5.2908 3.7187 8.0726
96 H -4.9464 -1.4714 6.7105
97 H -4.7730 -1.6516 4.9509
98 H -4.0787 -0.2583 5.7864
99 H -7.0646 -0.8923 5.5174
100 H -6.2432 0.3715 4.6128
101 C -7.2904 -5.3724 -0.1514
102 C -6.8669 -3.9250 -0.3151
103 O -6.6893 -3.2887 0.9619
104 C -5.5613 -3.6091 1.6261
105 O -4.7268 -4.3741 1.2168
106 C -5.4765 -2.8470 2.9449
107 F -6.6162 -2.9260 3.6643
108 F -5.2378 -1.5267 2.7530
109 F -4.4899 -3.2997 3.7502
110 H -8.1907 -5.4394 0.4646
111 H -7.4874 -5.8295 -1.1223
112 H -6.5188 -5.9593 0.3524
113 H -7.6546 -3.3733 -0.8337
114 H -5.9594 -3.8322 -0.9185
115 C 9.0699 -2.0971 -1.1283
116 C 9.3566 -0.8924 -2.0035
117 O 10.7170 -0.4509 -1.8476
118 C 11.6523 -1.2001 -2.4632
119 O 11.4128 -2.1856 -3.1135
120 C 13.0431 -0.6113 -2.2489
121 F 13.2875 -0.3241 -0.9531
122 F 13.2125 0.5387 -2.9356
123 F 14.0243 -1.4419 -2.6460
124 H 9.3091 -1.8765 -0.0844
125 H 8.0200 -2.3862 -1.2008
126 H 9.6792 -2.9513 -1.4171
127 H 8.7179 -0.0610 -1.6946
128 H 9.1363 -1.0926 -3.0562
129 C -10.1994 6.4195 6.3396
130 C -9.9221 7.6368 5.4778
131 O -8.5745 8.1034 5.6579
132 C -7.6155 7.3769 5.0508
133 O -7.8264 6.3923 4.3899
134 C -6.2396 7.9903 5.2907
135 F -6.0189 8.2728 6.5925
136 F -6.0803 9.1485 4.6170
137 F -5.2365 7.1814 4.9030
138 H -9.9813 6.6366 7.3884
139 H -11.2420 6.1109 6.2484
140 H -9.5671 5.5757 6.0537
141 H -10.5804 8.4540 5.7820
142 H -10.1212 7.4408 4.4203
143 C 11.9869 -8.6321 -1.8041
144 C 11.1610 -8.6804 -0.5326
145 O 10.6462 -7.3807 -0.1991
146 C 9.6010 -6.9557 -0.9366
147 O 9.0976 -7.5898 -1.8282
148 C 9.1296 -5.5836 -0.4655
149 F 10.1482 -4.7045 -0.3354
150 F 8.5216 -5.6460 0.7382
151 F 8.2458 -5.0216 -1.3084
152 H 12.7844 -7.8903 -1.7134
153 H 12.4289 -9.6072 -2.0151
154 H 11.3795 -8.3392 -2.6635
155 H 11.7962 -8.9896 0.3008
156 H 10.3473 -9.4079 -0.6032
157 C -2.0186 -2.5316 -8.9711
158 C -2.4830 -2.1459 -10.3624
159 O -1.5949 -2.6625 -11.3683
160 C -1.7054 -3.9799 -11.6291
161 O -2.4835 -4.7175 -11.0799
162 C -0.7362 -4.3956 -12.7314
163 F 0.5178 -3.9491 -12.5106
164 F -1.1094 -3.9128 -13.9356
165 F -0.6464 -5.7310 -12.8657
166 H -0.9883 -2.2062 -8.8087
167 H -2.6579 -2.0826 -8.2130
168 H -2.0330 -3.6153 -8.8318
169 H -2.4690 -1.0576 -10.4602
170 H -3.5093 -2.4722 -10.5539

Calculated values
calculated total energy = -7054.0499 a.u.
lowest unoccupied orbital energy = -0.10 eV
structure (SMILES) = CCP(C)[C@]1(CCO)C(=O)N[C@](CCCS)(CC(N)(N)N)[C@]1(F)CC(=O)I.CCOC(=O)C(F)(F)F.CCOC(=O)C(F)(F)F.CCOC(=O)C(F)(F)F.CCOC(=O)C(F)(F)F.CCOC(=O)C(F)(F)F.CCOC(=O)C(F)(F)F.CCOC(=O)C(F)(F)F.CCOC(=O)C(F)(F)F
molecular weight = 1673.00 Da
orbital gap = 7.59 eV
largest force on an atom = 5.587 eV/Å

Löwdin atomic charge list, values in e, 99 entries: -0.182, -0.415, 0.987, -0.253, -0.336, -0.136, -0.212, -0.117, -0.368, 0.014, 0.111, -0.310, -0.125, -0.245, -0.540, 0.647, -0.054, -0.592, 0.036, 0.057, 0.076, -0.247, -0.075, -0.060, -0.673, -0.088, 0.872, 0.047, 0.074, 0.077, 0.076, 0.069, 0.047, 0.037, 0.042, 0.043, 0.094, 0.125, 0.133, 0.084, 0.123, 0.096, 0.111, 0.115, 0.086, 0.087, 0.080, -0.122, 0.129, 0.087, 0.075, 0.054, 0.072, 0.079, 0.075, 0.070, 0.098, 0.126, -0.063, -0.198, 0.028, -0.369, 0.158, -0.502, 0.161, 0.155, 0.130, 0.074, 0.088, 0.071, 0.126, 0.125, -0.068, -0.183, 0.030, -0.370, 0.161, -0.512, 0.154, 0.158, 0.140, 0.063, 0.063, 0.086, 0.130, 0.127, -0.050, -0.195, 0.030, -0.363, 0.163, -0.505, 0.159, 0.156, 0.142, 0.094, 0.036, 0.083, 0.124

***

Entry 2:
Density functional theory data (ωB97M-V/def2-TZVPD) for a gas-phase ion, C4H6NO3 (charge -1) at a distorted geometry.

Atoms and positions in Å:
1 O 1.3390 -2.3440 1.1010
2 C 0.7186 -1.6353 0.3190
3 C -0.4795 -0.8669 0.7912
4 C -0.2104 0.6291 0.8519
5 N 0.0134 1.3218 -0.4160
6 C -0.1382 0.8690 -1.7878
7 O -0.2971 -0.3674 -1.9449
8 O -0.0681 1.7954 -2.6326
9 H 1.0813 -1.5137 -0.7021
10 H -0.6484 -1.1414 1.8360
11 H -1.3202 -0.9908 0.1283
12 H -1.0688 1.1325 1.2778
13 H 0.6315 0.8712 1.4998
14 H 0.4469 2.2406 -0.3217

Calculated values
calculated total energy = -436.5548 a.u.
lowest unoccupied orbital energy = 3.88 eV
net charge = -1
structure (SMILES) = O=CCCNC(=O)[O-]
molecular weight = 116.10 Da
orbital gap = 8.08 eV
energy above the lowest of the compared OMol25 structures with the same formula, charge and spin = 27.85 kcal/mol
largest force on an atom = 1.660 eV/Å

Charges computed using Löwdin, reported in e: -0.012, -0.246, -0.164, -0.235, 0.005, -0.772, -0.099, -0.101, 0.109, 0.108, 0.106, 0.092, 0.104, 0.105

***

Entry 3:
Density functional theory data (ωB97M-V/def2-TZVPD) for 2 unconnected molecules or ions with the total composition C15H22FN2 at a distorted geometry.

Atoms and positions in Å:
1 C 2.3626 -1.3246 1.0689
2 C 1.5517 -2.6067 1.1141
3 C 0.0414 -2.4127 0.8811
4 C -0.5024 -1.0728 1.1811
5 N -1.7980 -0.9209 1.1600
6 C -2.7393 -2.0020 0.7376
7 C -4.1556 -1.4237 0.8405
8 C -4.0077 0.0463 1.2427
9 C -2.5370 0.2988 1.5174
10 C 0.3655 0.1038 1.2997
11 C 1.7383 -0.2245 1.9199
12 H 3.4027 -1.4930 1.4131
13 H 2.4092 -0.9553 0.0571
14 H 1.9576 -3.3152 0.3915
15 H 1.6782 -3.0640 2.1040
16 H -0.1586 -2.6310 -0.1841
17 H -0.4581 -3.1998 1.4708
18 H -2.5254 -2.3706 -0.2817
19 H -2.6296 -2.8775 1.4001
20 H -4.6783 -1.5298 -0.1247
21 H -4.7175 -1.9937 1.5837
22 H -4.3611 0.6837 0.4340
23 H -4.5962 0.2717 2.1228
24 H -2.3784 0.5350 2.5688
25 H -2.1540 1.1579 0.9716
26 H -0.1041 0.9576 1.7657
27 H 1.8056 -0.5423 2.9820
28 H 2.2666 0.7227 1.8294
29 F 0.8364 0.8459 0.1831
30 N 1.6860 2.0696 -1.8882
31 C 1.3966 1.4846 -3.0326
32 C 1.8552 2.1139 -4.2353
33 C 2.5678 3.2818 -3.9669
34 C 2.8829 3.9037 -2.7355
35 C 2.3691 3.1759 -1.6359
36 H 0.7803 0.4976 -3.0185
37 H 1.6244 1.6553 -5.1985
38 H 2.9486 3.8284 -4.8656
39 H 3.4587 4.8271 -2.5581
40 H 2.5160 3.4988 -0.5154

Calculated values
calculated total energy = -793.8379 a.u.
lowest unoccupied orbital energy = -4.48 eV
net charge = +1
molecular weight = 249.35 Da
orbital gap = 6.60 eV
energy above the lowest of the compared OMol25 structures with the same formula, charge and spin = 28.87 kcal/mol
largest force on an atom = 4.253 eV/Å

Charges computed using Löwdin, reported in e: -0.188, -0.165, -0.089, -0.073, 0.034, -0.087, -0.134, -0.135, -0.096, -0.219, -0.106, 0.136, 0.111, 0.122, 0.122, 0.154, 0.138, 0.144, 0.137, 0.126, 0.119, 0.121, 0.118, 0.143, 0.138, 0.146, 0.140, 0.126, -0.026, -0.016, -0.157, -0.056, -0.100, -0.051, -0.158, 0.123, 0.102, 0.113, 0.109, 0.134

***

Among the records above, which one has the lowest lowest unoccupied orbital energy?
C15H22FN2